The following is a quantum chemistry calculation of a structure of composition C35H44ClN3O6S4Sc, from OMol25.

For the total energy, the calculation gives -4789.82503 Ha. As for the HOMO energy: -0.1597 hartree. Its net charge is -1.

Last column: Löwdin charge in e.
Geometry (Å):
Sc 0.43206 -0.42395 0.33413  0.764
C -2.72171 -0.79470 -1.90304  -0.041
C -2.48553 -2.16460 -1.33678  -0.332
C -3.13424 -3.27233 -1.94358  -0.043
C -2.90312 -4.52394 -1.46587  -0.026
C -2.04240 -4.70624 -0.35928  -0.172
C -1.78136 -5.98390 0.18252  -0.074
C -0.95503 -6.08271 1.26816  -0.101
C -0.37581 -4.94056 1.84035  -0.129
C -0.59760 -3.66346 1.35111  -0.609
S 0.12151 -2.29664 2.14460  0.667
C -1.45248 -3.54819 0.20373  -0.221
N -1.67711 -2.30656 -0.31536  0.130
H -3.79469 -0.60500 -1.99369  0.085
H -2.28453 -0.72022 -2.90300  0.075
H -2.26583 -0.03947 -1.26728  0.040
H -3.80267 -3.10089 -2.77888  0.107
H -3.37760 -5.39197 -1.91124  0.110
H -2.24183 -6.85565 -0.26684  0.098
H -0.73887 -7.05247 1.70077  0.096
H 0.27403 -5.04844 2.69907  0.092
Cl 7.85639 0.21424 1.02124  0.592
C 6.19866 -0.27065 0.72209  -0.680
C 5.92742 -1.25666 -0.20844  -0.127
C 4.61273 -1.61003 -0.45165  -0.025
C 3.52917 -0.99684 0.21270  -0.360
O 2.30335 -1.32180 -0.10188  -0.276
C 3.84729 -0.03335 1.20177  -0.186
C 2.78318 0.59425 2.07471  -0.622
O 1.53306 0.65227 1.58860  -0.329
C 5.16818 0.32554 1.42525  -0.083
H 6.73856 -1.74256 -0.73526  0.096
H 4.38635 -2.39972 -1.15856  0.106
H 3.14155 1.58866 2.37904  0.101
H 5.39354 1.07594 2.17456  0.113
C -3.22634 1.87305 0.65365  -0.032
C -1.85246 1.55052 1.24873  -0.693
C -1.13929 2.83436 1.68441  -0.020
C -2.03974 0.63174 2.45354  -0.042
O -1.07045 0.91575 0.26308  -0.342
H -3.84117 2.44145 1.35614  0.083
H -3.75307 0.94862 0.40744  0.079
H -3.12069 2.45903 -0.26299  0.057
H -1.68631 3.34670 2.48296  0.076
H -1.03655 3.52255 0.84245  0.071
H -0.13734 2.57713 2.03243  0.069
H -2.71037 1.08759 3.18963  0.086
H -1.08348 0.42729 2.93770  0.056
H -2.46102 -0.32466 2.13831  0.078
C 0.24949 -2.62535 -3.81171  -0.232
S 1.18418 -2.11552 -2.36859  0.922
C 2.50426 -1.27787 -3.23093  -0.237
O 0.30436 -1.01308 -1.81833  -0.596
H -0.00500 -1.74964 -4.40884  0.051
H -0.65540 -3.10961 -3.44583  0.041
H 0.83872 -3.33598 -4.39168  0.057
H 3.10687 -2.02530 -3.74885  0.066
H 3.09430 -0.75904 -2.48017  0.022
H 2.07456 -0.56011 -3.92749  0.036
O -2.31041 3.17070 6.17759  0.094
C -1.73851 2.06006 6.71437  -0.485
O -2.20178 1.58533 7.71659  0.103
C -0.56767 1.51080 5.98230  -0.160
C -0.26980 0.15858 6.13049  -0.011
C 0.76523 -0.41364 5.41537  -0.095
C 1.55651 0.36081 4.56425  -0.534
S 2.85364 -0.41869 3.67475  0.988
C 1.27466 1.72155 4.43875  -0.086
C 0.22021 2.28387 5.13211  -0.038
H -1.92961 3.33185 5.30438  0.082
H -0.88995 -0.44259 6.78184  0.120
H 0.94564 -1.47877 5.47451  0.101
H 1.86786 2.34059 3.78088  0.104
H 0.04496 3.34852 5.01190  0.116
C -1.87912 4.30289 -2.22236  -0.071
C -1.69048 2.91255 -2.81559  -0.233
N -0.61606 2.18608 -2.15985  0.017
C 0.66337 2.17985 -2.54306  -0.835
S 1.90947 1.83136 -1.48440  0.734
N 0.92348 2.45997 -3.88180  -0.016
C 0.26579 1.67165 -4.92809  -0.273
C 0.08146 2.48085 -6.19986  -0.092
H -2.69936 4.82286 -2.72128  0.072
H -0.96807 4.88950 -2.34843  0.080
H -2.10436 4.25329 -1.15796  0.052
H -1.47325 3.01213 -3.87534  0.083
H -2.60784 2.32459 -2.72554  0.113
H -0.77935 1.87713 -1.18472  0.077
H 1.92577 2.49988 -4.00806  0.096
H -0.69236 1.32064 -4.54769  0.102
H 0.85399 0.77175 -5.14402  0.095
H -0.54249 3.35574 -6.01308  0.068
H -0.38646 1.87761 -6.97957  0.071
H 1.04224 2.83371 -6.57819  0.072

Atoms 1-6, force components in eV/Å:
Sc 0.46 -0.33 0.29
C 0.00 0.02 -0.02
C -0.03 -0.01 -0.03
C 0.01 0.01 0.02
C -0.01 -0.01 0.01
C 0.00 -0.01 0.00